Entry 1:
{"formula": "C4H15NO3", "method": "the ωB97M-V functional and the def2-TZVPD basis", "max_force_ev_per_a": 2.40, "smiles": "C[C@H](N)CCO.O.O", "de_lowest_kcal_mol": 32.6, "multiplicity": 1, "e_tot_ha": -441.82994, "mol_weight_da": 125.17, "homo_lumo_gap_ev": 9.82, "species": ["C", "C", "C", "C", "O", "N", "H", "H", "H", "H", "H", "H", "H", "H", "H", "H", "H", "H", "H", "O", "H", "H", "O"], "positions_angstrom": [[1.698173, -0.775427, 2.261537], [0.575273, -0.210857, 1.399413], [1.146236, 0.300227, 0.070006], [0.205722, 0.721077, -1.111672], [0.018603, 2.140830, -0.864679], [-0.402193, -1.233784, 1.084462], [2.652192, -0.247190, 2.377184], [1.935154, -1.784248, 1.903158], [1.334723, -0.738576, 3.284340], [0.153186, 0.655831, 1.933809], [1.708133, 1.200010, 0.291485], [1.904979, -0.416963, -0.305304], [0.542040, 0.484570, -2.113296], [-0.788178, 0.287951, -1.035926], [0.628619, 2.571761, -1.441017], [-0.835647, -1.852386, 1.754230], [-0.166358, -1.787112, 0.276224], [0.466180, -1.754484, -1.117888], [0.427401, -3.022153, -2.105311], [-0.012117, -2.211951, -1.785781], [-2.415313, 2.254229, -0.927771], [-2.550164, 1.254387, 0.153304], [-2.995915, 1.534938, -0.642200]], "forces_ev_per_angstrom": [[0.401, 0.024, 0.604], [0.400, 0.049, -0.591], [0.506, -0.579, -1.224], [-0.417, 0.578, 2.290], [-0.871, -0.599, -0.570], [-0.885, 0.150, -0.446], [-0.204, 0.427, -0.718], [-0.103, 0.086, 0.400], [-0.145, -0.821, 0.269], [-0.359, -0.394, -0.219], [0.271, 0.085, 0.042], [-0.259, -0.045, 0.241], [0.536, 0.195, -0.084], [0.004, -0.202, 0.126], [0.561, 0.777, -0.474], [0.416, 0.464, 0.524], [-0.208, -0.012, 0.419], [1.271, 0.073, 0.208], [0.064, 0.829, 0.657], [-1.013, -1.045, -1.491], [-0.095, -0.092, -0.170], [0.064, -0.404, 0.495], [0.063, 0.456, -0.289]], "lowdin_charge": [-0.082, -0.453, -0.157, -0.216, -0.088, 0.044, 0.076, 0.081, 0.069, 0.140, 0.109, 0.116, 0.113, 0.088, 0.068, 0.084, 0.029, -0.037, 0.070, -0.036, 0.025, 0.016, -0.058]}

=====

Entry 2:
{"formula": "CHNO", "method": "the ωB97M-V functional and the def2-TZVPD basis", "max_force_ev_per_a": 6.70, "smiles": "N=C=O", "de_lowest_kcal_mol": 5.6, "multiplicity": 1, "e_tot_ha": -168.69719, "mol_weight_da": 43.03, "homo_lumo_gap_ev": 11.90, "species": ["C", "N", "O", "H"], "positions_angstrom": [[-1.675721, -0.241906, -0.020612], [-0.467044, -0.565845, 0.027057], [-2.815240, 0.095015, 0.003071], [0.184940, 0.088718, -0.129842]], "forces_ev_per_angstrom": [[0.602, 1.016, 0.396], [-6.202, -2.477, 0.504], [2.641, -1.384, -0.170], [2.958, 2.845, -0.730]], "lowdin_charge": [-0.321, 0.165, 0.142, 0.014]}